{"formula": "CH3FN2", "method": "ωB97M-V/def2-TZVPD", "symbols": ["F", "N", "N", "C", "H", "H", "H"], "xyz": [[0.43, 1.39, 0.33], [-0.39, 1.00, -0.75], [0.48, -2.84, 1.18], [0.24, -1.74, 0.91], [0.24, 1.07, -1.61], [-1.05, 1.88, -0.66], [0.05, -0.76, 0.59]], "nbo_charge": [-0.282, -0.412, -0.323, 0.074, 0.351, 0.359, 0.234], "smiles": "C#N.NF", "gap_ev": 12.07, "spin_multiplicity": 1, "e_homo_ev": -11.44, "charge": 0}